(1)
C4H5NO | wB97M-V/def2-TZVPD

XYZ file:
```
11
Properties=species:S:1:pos:R:3:nbo_charge:R:1
N -1.57 -0.64 1.07 -0.814
C -0.22 -0.52 0.68 0.401
C 0.30 -0.99 -0.49 -0.320
C 1.02 0.11 -1.05 -0.318
C 1.01 1.10 -0.12 0.083
O 0.30 0.71 0.96 -0.433
H -1.74 0.03 1.82 0.369
H 0.02 -1.90 -1.01 0.233
H 1.46 0.16 -2.04 0.230
H -1.96 -0.18 0.26 0.364
H 1.38 2.11 -0.07 0.206
```

Calculated values
SMILES string ... Nc1ccco1
Charge ... 0
Electronic energy ... -7764.985 eV

(2)
C4H5NO | wB97M-V/def2-TZVPD

XYZ file:
```
11
Properties=species:S:1:pos:R:3:nbo_charge:R:1
O -1.37 1.96 0.17 -0.589
C -0.62 1.02 0.01 0.684
C -1.01 -0.43 -0.26 -0.550
C 0.29 -1.18 -0.12 -0.264
C 1.26 -0.29 0.15 -0.013
N 0.75 1.02 0.19 -0.626
H -1.50 -0.59 -1.23 0.251
H -1.78 -0.59 0.50 0.253
H 0.46 -2.23 -0.31 0.224
H 2.32 -0.45 0.27 0.216
H 1.21 1.80 0.62 0.414
```

Calculated values
SMILES string ... O=C1CC=CN1
Charge ... 0
Electronic energy ... -7766.472 eV

(3)
C4H5NO | wB97M-V/def2-TZVPD

XYZ file:
```
11
Properties=species:S:1:pos:R:3:nbo_charge:R:1
C -1.48 0.15 0.05 -0.626
C -0.38 -0.32 -0.89 -0.598
C 1.07 -0.20 -0.55 0.350
O 1.15 0.30 0.72 -0.506
C 2.38 0.31 1.18 0.548
N 3.46 0.26 1.61 -0.349
H -1.42 -0.36 1.02 0.218
H -2.46 -0.06 -0.38 0.222
H -1.41 1.22 0.24 0.218
H -0.46 0.12 -1.89 0.259
H -0.45 -1.41 -1.10 0.266
```

Calculated values
Charge ... 0
Electronic energy ... -7762.528 eV

(4)
C4H5NO | wB97M-V/def2-TZVPD

XYZ file:
```
11
Properties=species:S:1:pos:R:3:nbo_charge:R:1
N -1.82 -1.73 -0.46 -0.252
C -0.67 -1.61 -0.40 0.227
C 0.13 -0.38 -0.49 -0.347
C -0.55 0.96 -0.11 -0.044
O 0.66 1.34 0.56 -0.516
C 1.06 -0.04 0.65 -0.051
H 0.56 -0.34 -1.49 0.246
H -1.40 0.88 0.59 0.183
H -0.82 1.63 -0.93 0.191
H 0.72 -0.49 1.59 0.174
H 2.12 -0.22 0.49 0.190
```

Calculated values
Charge ... 0
Electronic energy ... -7763.961 eV

(5)
C4H5NO | wB97M-V/def2-TZVPD

XYZ file:
```
11
Properties=species:S:1:pos:R:3:nbo_charge:R:1
C 1.32 -0.04 -0.75 -0.604
C -0.10 0.41 -0.42 -0.494
C -0.78 -0.56 0.53 0.504
O -0.66 -1.76 0.48 -0.458
C -1.65 0.04 1.57 0.163
N -2.30 0.52 2.40 -0.248
H 1.96 0.05 0.13 0.214
H 1.74 0.59 -1.54 0.220
H 1.33 -1.08 -1.08 0.229
H -0.72 0.43 -1.33 0.245
H -0.13 1.42 0.00 0.228
```

Calculated values
SMILES string ... CCC(=O)C#N
Charge ... 0
Electronic energy ... -7765.774 eV

(6)
C4H5NO | wB97M-V/def2-TZVPD

XYZ file:
```
11
Properties=species:S:1:pos:R:3:nbo_charge:R:1
N -1.21 2.54 0.88 -0.375
C -0.61 1.86 0.16 0.269
C 0.15 1.00 -0.67 -0.682
C 0.26 -0.37 -0.29 0.232
C -0.43 -1.29 0.58 -0.103
O -0.12 -1.56 -0.82 -0.430
H 1.44 0.23 -0.14 0.358
H 0.39 1.28 -1.69 0.260
H 1.66 -0.71 0.00 0.037
H 0.12 -1.90 1.29 0.210
H -1.48 -1.10 0.78 0.224
```

Calculated values
Charge ... 0
Electronic energy ... -7760.045 eV

(7)
C4H5NO | wB97M-V/def2-TZVPD

XYZ file:
```
11
Properties=species:S:1:pos:R:3:nbo_charge:R:1
C -1.51 -0.43 -0.08 -0.638
C -0.06 -0.02 -0.02 0.074
C 0.48 1.11 0.44 0.059
O 1.84 1.11 0.22 -0.454
C 2.20 0.01 -0.45 0.277
N 1.04 -0.73 -0.60 -0.654
H -1.68 -1.38 0.43 0.225
H -1.86 -0.54 -1.11 0.232
H -2.14 0.32 0.40 0.229
H 0.09 2.01 0.89 0.215
H 1.60 -1.47 -0.11 0.435
```

Calculated values
Charge ... 0
Electronic energy ... -7763.769 eV

(8)
C4H5NO | wB97M-V/def2-TZVPD

XYZ file:
```
11
Properties=species:S:1:pos:R:3:nbo_charge:R:1
C 1.53 -1.05 0.10 -0.641
C 0.36 -0.13 0.00 -0.089
N 0.74 1.27 -0.36 0.149
O -0.14 2.07 -0.47 -0.281
C -2.05 0.44 0.09 -0.395
C -0.94 -0.25 0.15 0.104
H 2.45 -0.45 0.07 0.233
H 1.52 -1.62 1.04 0.228
H 1.57 -1.76 -0.73 0.226
H -2.44 0.95 0.96 0.232
H -2.60 0.53 -0.84 0.232
```

Calculated values
SMILES string ... C=C=C(C)N=O
Charge ... 0
Electronic energy ... -7762.106 eV

(9)
C4H5NO | wB97M-V/def2-TZVPD

XYZ file:
```
11
Properties=species:S:1:pos:R:3:nbo_charge:R:1
N -2.00 -0.04 -1.32 -0.682
C -0.89 -0.06 -0.69 0.528
C 0.61 0.17 -0.87 -0.300
C 1.20 0.13 0.33 -0.161
C 0.18 -0.16 1.37 -0.112
O -1.05 -0.23 0.67 -0.480
H -1.96 -0.02 -2.33 0.351
H 1.18 0.42 -1.76 0.233
H 2.24 0.29 0.60 0.225
H 0.13 0.62 2.13 0.199
H 0.36 -1.12 1.87 0.198
```

Calculated values
SMILES string ... [H]/N=C1\C=CCO1
Charge ... 0
Electronic energy ... -7765.452 eV

(10)
C4H5NO | wB97M-V/def2-TZVPD

XYZ file:
```
11
Properties=species:S:1:pos:R:3:nbo_charge:R:1
N 1.86 -0.26 -0.11 -0.795
C 0.54 0.15 -0.18 0.158
C -0.03 1.22 0.50 -0.108
O -1.34 0.83 0.78 -0.419
C -1.59 -0.29 0.09 0.146
C -0.53 -0.68 -0.66 -0.399
H 2.27 0.12 0.73 0.385
H 1.87 -1.28 -0.04 0.379
H 0.00 2.25 0.15 0.215
H -2.54 -0.76 0.28 0.201
H -0.52 -1.31 -1.54 0.238
```

Calculated values
SMILES string ... Nc1ccoc1
Charge ... 0
Electronic energy ... -7764.131 eV

(11)
C4H5NO | wB97M-V/def2-TZVPD

XYZ file:
```
11
Properties=species:S:1:pos:R:3:nbo_charge:R:1
O 0.14 -0.53 -2.16 -0.569
C -0.65 -0.47 0.86 0.088
N -0.24 0.84 0.83 -0.579
C 0.56 0.96 -0.37 -0.314
C 0.26 -0.37 -0.97 0.489
C -0.18 -1.34 -0.08 -0.393
H -1.21 -0.88 1.66 0.199
H 0.07 1.24 1.70 0.394
H 0.22 1.79 -1.00 0.229
H 1.62 1.06 -0.17 0.215
H -0.59 -2.30 -0.31 0.242
```

Calculated values
Charge ... 0
Electronic energy ... -7765.163 eV

(12)
C4H5NO | wB97M-V/def2-TZVPD

XYZ file:
```
11
Properties=species:S:1:pos:R:3:nbo_charge:R:1
C 1.27 -1.13 0.20 -0.482
C 0.49 -0.08 -0.20 0.148
C -0.92 -0.40 -0.11 -0.182
O -1.53 0.91 0.12 -0.469
C -0.50 1.76 -0.12 0.402
N 0.67 1.30 -0.39 -0.479
H -0.73 -1.36 0.50 0.237
H 0.98 -1.61 1.14 0.212
H 2.24 -1.38 -0.18 0.208
H -1.41 -0.82 -1.00 0.207
H -0.73 2.82 0.00 0.197
```

Calculated values
SMILES string ... C=C1COC=N1
Charge ... 0
Electronic energy ... -7763.392 eV

(13)
C4H5NO | wB97M-V/def2-TZVPD

XYZ file:
```
11
Properties=species:S:1:pos:R:3:nbo_charge:R:1
N -1.88 -0.72 -0.22 -0.728
C -1.57 0.40 0.28 0.412
O -0.30 0.81 0.42 -0.492
C 0.65 -0.03 -0.23 -0.111
C 1.94 1.03 -0.57 -0.050
C 2.39 0.10 0.16 -0.277
H -2.89 -0.83 -0.25 0.357
H -2.25 1.18 0.65 0.163
H 0.32 -0.27 -1.24 0.239
H 0.68 -0.99 0.31 0.227
H 2.90 -0.67 0.70 0.261
```

Calculated values
Charge ... 0
Electronic energy ... -7761.474 eV

(14)
C4H5NO | wB97M-V/def2-TZVPD

XYZ file:
```
11
Properties=species:S:1:pos:R:3:nbo_charge:R:1
N -1.30 -1.03 -0.39 -0.780
C -0.10 -0.29 -0.03 -0.078
C 1.19 -0.49 0.34 0.060
O 1.73 0.74 0.50 -0.416
C 0.73 1.67 0.23 0.025
C -0.45 1.09 -0.12 -0.459
H -1.26 -1.57 -1.25 0.410
H -1.73 -1.58 0.36 0.410
H 1.84 -1.33 0.51 0.203
H 1.08 2.69 0.34 0.195
H -1.71 0.11 -0.50 0.433
```

Calculated values
Charge ... 0
Electronic energy ... -7762.222 eV

(15)
C4H5NO | wB97M-V/def2-TZVPD

XYZ file:
```
11
Properties=species:S:1:pos:R:3:nbo_charge:R:1
O -0.21 -0.66 2.04 -0.660
C -0.14 -0.21 0.76 0.208
C -0.36 1.06 0.36 -0.096
N -0.16 1.12 -1.00 -0.534
C 0.10 -0.08 -1.60 -0.146
C 0.19 -0.95 -0.44 -0.442
H -0.10 -1.62 2.05 0.482
H -0.63 1.93 0.95 0.219
H -0.20 1.98 -1.52 0.408
H 1.22 -0.54 -1.09 0.319
H 0.28 -2.03 -0.52 0.242
```

Calculated values
Charge ... 0
Electronic energy ... -7763.328 eV

(16)
C4H5NO | wB97M-V/def2-TZVPD

XYZ file:
```
11
Properties=species:S:1:pos:R:3:nbo_charge:R:1
C 0.77 2.65 0.01 -0.670
C 0.17 1.32 -0.11 -0.104
C -0.27 0.21 -0.20 0.295
C -0.30 -1.93 0.57 0.316
O -0.75 -1.01 -0.36 -0.529
N -0.72 -3.10 0.10 -0.798
H 1.41 2.87 -0.85 0.230
H 1.39 2.71 0.91 0.235
H 0.00 3.43 0.08 0.230
H -1.21 -3.21 -0.78 0.389
H -0.49 -3.93 0.63 0.405
```

Calculated values
Charge ... 0
Electronic energy ... -7762.758 eV

(17)
C4H5NO | wB97M-V/def2-TZVPD

XYZ file:
```
11
Properties=species:S:1:pos:R:3:nbo_charge:R:1
C 2.31 0.02 -0.37 -0.286
C 1.05 -0.37 -0.21 -0.327
C -2.38 -1.39 0.98 0.532
O -1.46 -1.31 1.65 -0.528
C -0.01 0.08 -1.07 0.250
N -0.88 0.42 -1.76 -0.305
H 2.61 0.69 -1.17 0.211
H -2.49 1.88 0.78 -0.007
H 3.09 -0.34 0.30 0.210
H 0.75 -1.03 0.60 0.246
H -2.59 1.35 0.27 0.003
```

Calculated values
Charge ... 0
Electronic energy ... -7764.272 eV

(18)
C4H5NO | wB97M-V/def2-TZVPD

XYZ file:
```
11
Properties=species:S:1:pos:R:3:nbo_charge:R:1
O 1.06 -0.34 2.07 -0.504
C 0.58 -0.10 1.00 0.587
C 0.88 -0.56 -0.45 -0.530
C -0.23 0.43 -0.86 -0.108
N -1.46 0.04 -0.16 -0.547
C -0.49 0.85 0.55 -0.190
H 1.94 -0.35 -0.65 0.244
H 0.67 -1.59 -0.74 0.221
H -0.71 0.78 -1.76 0.251
H -1.44 -0.95 0.02 0.347
H -0.79 1.80 0.99 0.228
```

Calculated values
SMILES string ... O=C1C[C@H]2N[C@@H]12
Charge ... 0
Electronic energy ... -7763.952 eV

(19)
C4H5NO | wB97M-V/def2-TZVPD

XYZ file:
```
11
Properties=species:S:1:pos:R:3:nbo_charge:R:1
C 0.04 1.64 0.42 -0.636
C 0.06 0.22 0.00 0.073
C 1.02 -0.73 -0.06 0.027
O 0.43 -1.92 -0.40 -0.410
C -0.87 -1.61 -0.53 0.330
N -1.16 -0.38 -0.31 -0.466
H -0.79 1.66 1.13 0.234
H -0.24 2.31 -0.41 0.227
H 0.99 1.98 0.83 0.219
H 2.09 -0.75 0.11 0.212
H -1.55 -2.41 -0.79 0.192
```

Calculated values
SMILES string ... Cc1cocn1
Charge ... 0
Electronic energy ... -7766.120 eV

(20)
C4H5NO | wB97M-V/def2-TZVPD

XYZ file:
```
11
Properties=species:S:1:pos:R:3:nbo_charge:R:1
C -1.82 -0.28 0.22 -0.694
C -0.57 -0.98 0.44 0.242
N 0.41 -1.57 0.60 0.179
O 1.52 -2.05 0.74 -0.468
C 1.91 0.79 -0.42 -0.225
C 1.46 1.82 -0.82 -0.272
H -2.47 -0.87 -0.40 0.248
H -2.34 -0.04 1.15 0.249
H -1.61 0.66 -0.30 0.256
H 2.36 -0.11 -0.06 0.252
H 1.18 2.78 -1.19 0.232
```

Calculated values
SMILES string ... CC#[N+][O-].C#C
Charge ... 0
Electronic energy ... -7761.657 eV

Going through the records in order, we get HOMO energy values of -0.3062; -0.3213; -0.3600; -0.3808; -0.4107; -0.3137; -0.3423; -0.3372; -0.3466; -0.2886; -0.3220; -0.3139; -0.3766; -0.2998; -0.3147; -0.3333; -0.3922; -0.3534; -0.3394; -0.3538 Eh.